# 1
Molecular formula: C2H2I2NO
Method: DFT, ωB97M-V/def2-TZVPD

XYZ file:
```
8
Properties=species:S:1:pos:R:3:forces:R:3
C -0.466316 -0.557500 -0.261673 -3.75 0.51 -2.90
C -0.029404 0.533719 0.361640 1.20 -0.27 -0.23
N -0.076899 -1.935934 -0.325219 3.61 -0.60 3.14
O 0.849997 -2.270414 0.477069 -2.79 1.11 -2.33
I -5.258813 -0.355415 -0.072574 0.13 0.03 -0.02
I -0.616964 2.538096 0.010963 0.03 -1.16 0.18
H -1.373736 -0.493260 -1.019957 1.77 0.22 1.83
H 0.884626 0.455558 0.939621 -0.18 0.16 0.33
```
Positions in Å, forces in eV/Å.

Values from the calculation:
HOMO level: -3.4 eV
relative energy (zero: lowest compared OMol25 entry of this formula, charge and spin): 0.311 eV
charge: -1

=====

# 2
Molecular formula: C2H9NO
Method: DFT, ωB97M-V/def2-TZVPD

XYZ file:
```
13
Properties=species:S:1:pos:R:3:forces:R:3
O 2.776950 0.811623 0.712851 -0.74 0.29 1.73
H 3.513708 0.222567 0.614120 0.76 -0.54 -0.56
C -2.222975 -0.600921 -0.736336 1.71 -0.58 -2.68
C -0.817098 -0.863997 -0.071318 -3.54 5.06 0.04
N -0.238013 0.528243 0.042726 1.46 -1.34 -5.43
H -2.495175 0.453423 -0.937646 0.92 -0.21 0.02
H -3.076674 -0.866432 -0.199237 -1.04 -1.38 1.01
H -2.150501 -1.109389 -1.772107 -0.62 0.69 1.69
H -0.200482 -1.569443 -0.513404 1.82 -0.87 -1.27
H -0.867580 -1.140216 0.923435 -0.62 -1.10 2.44
H 2.786427 0.917988 1.701176 -0.25 0.18 -1.29
H 0.768822 0.504210 -0.215520 0.46 0.33 1.74
H -0.587607 1.186117 -0.756776 -0.32 -0.53 2.57
```
Positions in Å, forces in eV/Å.

Values from the calculation:
<S²>: 0.75
spin multiplicity: 2
HOMO level (spin up / spin down): -15.9 / -15.9 eV
relative energy (zero: lowest compared OMol25 entry of this formula, charge and spin): 0.969 eV
charge: +1

=====

# 3
Molecular formula: C3H2BrCl
Method: DFT, ωB97M-V/def2-TZVPD

XYZ file:
```
7
Properties=species:S:1:pos:R:3:forces:R:3
C -0.656438 1.660786 -0.619104 -1.24 -2.22 -0.43
C -0.161852 -0.939448 -1.429437 1.08 0.30 0.54
C -0.152477 0.175612 -0.441495 2.26 1.01 0.29
Cl 0.569872 2.677189 -0.200834 0.61 0.37 0.21
Br -1.552788 -1.146864 -2.588659 -0.68 0.46 -0.34
H 0.931242 0.266558 0.024037 -2.00 -0.86 -0.71
H -0.760583 -0.552974 0.175469 -0.03 0.94 0.43
```
Positions in Å, forces in eV/Å.

Values from the calculation:
HOMO level (spin up / spin down): -8.5 / -8.5 eV
relative energy (zero: lowest compared OMol25 entry of this formula, charge and spin): 4.678 eV

=====

# 4
Molecular formula: C3H9NO
Method: DFT, ωB97M-V/def2-TZVPD

XYZ file:
```
14
Properties=species:S:1:pos:R:3:forces:R:3
C -3.032716 0.080670 1.993562 0.58 -0.68 -1.52
N -2.395112 -1.017821 1.913729 0.50 0.68 -0.84
H -3.792008 0.167626 1.195104 -0.65 0.23 1.28
H -2.695902 0.948449 2.560233 -0.06 0.15 -0.11
H -1.428824 -0.907157 2.229177 -0.35 -0.36 1.17
H -0.430858 1.232312 -1.051748 -0.21 0.30 0.08
C 1.088244 0.133228 -1.491653 1.89 0.59 0.54
O 0.496301 1.236654 -0.806759 -0.71 -0.77 -0.06
C 2.357372 -0.261969 -0.721198 -1.11 -1.63 -0.64
H 0.503669 -0.776158 -1.662494 -0.56 0.44 0.24
H 1.454068 0.516299 -2.446696 -0.27 -0.21 -0.33
H 2.147513 -0.870397 0.166462 -0.24 0.83 0.39
H 2.742896 -1.086873 -1.346336 0.92 0.80 -0.11
H 2.985357 0.605137 -0.531382 0.26 -0.37 -0.09
```
Positions in Å, forces in eV/Å.

Values from the calculation:
HOMO level: -10.0 eV
relative energy (zero: lowest compared OMol25 entry of this formula, charge and spin): 2.455 eV
SMILES: C=N.CCO

=====

# 5
Molecular formula: C3H5NO2
Method: DFT, ωB97M-V/def2-TZVPD

XYZ file:
```
11
Properties=species:S:1:pos:R:3:forces:R:3
C -1.876012 0.305914 -0.317416 -0.06 -0.02 -0.03
C -0.671159 -0.589450 -0.242791 -0.21 -0.43 -0.15
O -0.627050 -1.751774 -0.514735 0.02 0.56 0.15
O 0.427322 0.150515 0.177346 0.08 -0.11 0.01
C 1.563852 -0.528803 0.521762 -0.11 0.35 0.19
N 2.584694 0.268066 0.784119 -0.29 -0.19 -0.07
H -2.129633 0.670200 0.682834 0.07 -0.06 -0.12
H -1.653944 1.178483 -0.937995 -0.01 -0.12 0.08
H -2.715605 -0.250990 -0.734145 0.15 0.08 0.07
H 2.702237 -0.719297 0.001901 0.31 0.04 -0.12
H 2.395299 1.267138 0.579115 0.06 -0.11 -0.01
```
Positions in Å, forces in eV/Å.

Values from the calculation:
HOMO level: -9.6 eV
relative energy (zero: lowest compared OMol25 entry of this formula, charge and spin): 3.949 eV

=====

# 6
Molecular formula: C17H49N5O6
Method: DFT, ωB97M-V/def2-TZVPD

XYZ file:
```
77
Properties=species:S:1:pos:R:3:forces:R:3
C 3.557479 -1.098437 0.525258 0.02 -0.79 -2.15
C 4.688565 -0.082600 0.555767 -1.56 0.25 1.03
O 5.180579 -0.267493 1.826870 1.92 -0.17 3.16
H 3.013868 -0.989142 -0.413165 -0.39 -0.05 -0.06
H 2.849217 -1.078346 1.353553 0.29 0.72 0.09
H 3.940832 -2.118799 0.522175 0.25 -0.10 -0.02
H 4.224529 0.899417 0.647538 0.20 0.31 -1.03
H 5.527993 -0.090970 -0.139506 -0.68 -0.24 -0.70
H 6.098477 -0.543501 1.880572 -0.10 0.07 -0.31
C -0.103983 1.299004 -1.073820 -0.26 -1.30 1.19
C -0.668007 0.168814 -0.127869 -0.70 0.56 -1.77
O -1.515413 -0.711578 -0.884798 1.25 -0.37 -0.14
H 0.326964 2.094407 -0.465779 -0.07 0.17 -0.09
H -0.921500 1.668166 -1.693086 0.18 0.11 0.06
H 0.691869 0.877557 -1.687922 -0.09 0.07 -0.20
H -1.333403 0.601891 0.618974 0.57 0.20 0.51
H 0.136159 -0.449331 0.271279 0.03 0.37 0.46
H -2.419894 -0.577503 -0.592322 -0.71 0.34 -0.11
C -2.962098 4.160842 -1.601986 -0.05 0.47 0.86
O -3.810644 4.076894 -0.760420 -1.90 0.16 2.27
N -1.957509 5.042265 -1.589507 1.51 1.64 0.41
N -2.947512 3.375316 -2.646618 0.60 -1.42 -2.68
H -1.828294 5.705131 -0.838493 -0.34 -0.29 -0.01
H -1.226407 5.032968 -2.286288 0.06 -0.01 -0.13
H -3.582510 2.595052 -2.736433 0.33 0.26 0.01
H -2.131598 3.527657 -3.222099 -0.27 -0.84 -0.72
C 0.487053 -3.184025 -0.825217 1.01 0.43 -0.02
C 0.973655 -4.364366 0.038999 -1.63 1.73 0.92
C 0.075285 -4.373172 1.323814 1.27 -0.77 0.34
O 0.457599 -5.415982 2.354535 -1.48 2.60 -0.50
C -0.345068 -5.123890 3.523236 0.84 -0.70 0.57
N 0.716621 -5.547399 -0.725301 -0.28 -1.07 0.37
H 1.047366 -3.226351 -1.759217 0.00 -0.01 -0.14
H 0.688172 -2.197980 -0.406450 0.05 -0.19 0.17
H -0.568812 -3.175910 -1.095733 -0.11 -0.35 0.29
H 2.028737 -4.246148 0.285836 0.00 -0.07 0.12
H -0.952627 -4.612252 1.051144 -0.16 0.10 -0.26
H 0.092616 -3.365583 1.739202 0.08 -0.07 0.52
H -1.413099 -5.337467 3.480850 -0.11 -0.41 -0.73
H -0.318910 -4.109598 3.921522 0.52 0.47 -0.62
H 0.073561 -5.717964 4.335587 -0.04 -0.28 -0.09
H 0.487538 -6.168109 0.037810 0.40 -1.34 -0.18
H -0.221858 -5.363644 -1.050227 -0.30 -0.18 -0.83
C 5.412335 3.761058 -2.212756 -1.98 -1.48 -0.66
C 4.976239 4.196355 -0.836052 -0.70 -0.91 1.29
C 3.496301 4.011962 -0.357775 2.13 -0.31 -1.05
O 2.865966 4.810795 -1.239789 -2.95 1.28 0.40
C 1.610844 5.273223 -0.729825 0.02 0.97 -2.06
N 5.657332 3.372218 0.109277 1.92 -0.84 0.57
H 6.404463 4.048619 -2.560744 -0.24 0.40 0.13
H 4.589975 3.904411 -2.913678 0.33 1.26 -0.43
H 5.324522 2.677195 -2.287788 0.69 -0.51 0.59
H 5.173735 5.265434 -0.757654 -0.01 0.26 0.23
H 3.460269 4.323184 0.686224 -0.03 0.56 0.27
H 3.028555 3.027452 -0.349969 0.59 -0.64 -0.26
H 0.808083 4.577897 -0.484468 0.51 -0.80 0.07
H 1.289293 5.770622 -1.644863 -0.81 0.60 0.39
H 1.709466 5.979502 0.094516 0.31 0.08 0.12
H 5.712041 3.724834 1.054151 -0.04 0.22 0.01
H 6.591569 3.196446 -0.231907 0.30 -0.13 0.39
C -6.076013 -0.255997 1.255202 -0.82 0.57 -0.45
C -4.617305 -0.579523 0.990797 -0.40 0.16 0.39
C -4.404327 -2.032369 1.384692 0.47 -0.17 -0.23
O -5.229470 -2.846202 0.574305 -0.79 -0.19 -0.23
C -4.828969 -4.206624 0.468321 0.27 1.06 0.11
N -4.207846 -0.362709 -0.390825 -0.43 -0.35 -0.08
H -6.307190 -0.072313 2.304447 0.09 -0.42 0.13
H -6.708971 -1.030516 0.822099 -0.01 -0.25 0.38
H -6.437505 0.641207 0.752757 0.45 0.35 -0.12
H -3.974787 0.101391 1.549018 -0.02 -0.29 0.60
H -4.651264 -2.207227 2.431849 0.11 0.12 0.24
H -3.362069 -2.292631 1.200138 0.32 -0.13 0.11
H -3.790480 -4.132745 0.145567 0.19 -0.86 -0.18
H -5.476305 -4.707619 -0.251439 0.17 0.21 -0.13
H -4.909997 -4.746493 1.411764 0.10 0.04 0.26
H -4.780473 0.395686 -0.732915 0.26 0.35 -0.36
H -4.483605 -1.174363 -0.924941 -0.17 -0.21 -0.29
```
Positions in Å, forces in eV/Å.

Values from the calculation:
<S²>: 0.75
spin multiplicity: 2
HOMO level (spin up / spin down): 0.8 / -6.9 eV
charge: -1

=====

Calculated total energy values (in Eh) by entry order: -802.74932, -211.20979, -3149.45572, -249.62348, -322.42921, -1402.15592.